[1]
Computed, not measured: a structure of composition C51H52BClFIN2O10 in a non-equilibrium geometry, with the ωB97M-V functional and the def2-TZVPD basis.

Summary:
Strongest force on any atom   2.562 eV Å⁻¹
E_HOMO   -9.02 eV
Kohn-Sham gap   7.99 eV

Geometry as ORCA input:
```
! RIJCOSX wB97M-V def2-TZVPD def2/J DEFGRID3
* xyz 0 1
C 8.853 -1.161 3.438
C 9.687 -2.196 2.734
O 10.399 -2.941 3.355
N 9.619 -2.245 1.328
C 8.326 -2.798 0.836
C 7.881 -2.070 -0.452
C 6.947 -0.902 -0.144
C 5.443 -1.290 -0.115
C 4.622 -0.198 -0.804
C 4.685 -0.418 -2.325
C 3.757 -1.526 -2.739
O 4.034 -2.684 -2.615
O 3.247 -0.203 -0.489
C 2.938 -0.053 0.922
B 2.329 -1.462 1.367
O 1.399 -2.120 0.644
O 2.806 -2.041 2.529
C 1.884 1.105 1.018
N 1.487 1.186 2.418
C 2.667 2.379 0.583
C 2.655 3.575 1.534
C 3.576 3.441 2.756
F 1.391 3.986 1.914
O 0.888 0.689 0.107
C -0.350 1.272 -0.016
Cl -1.087 0.326 -1.382
I -0.386 3.329 -0.745
C -1.342 1.192 1.160
C -1.920 -0.168 1.474
C -1.261 -1.124 2.249
C -1.837 -2.357 2.532
C -3.107 -2.698 2.053
C -3.711 -4.025 2.379
C -3.772 -1.744 1.280
C -3.196 -0.508 1.014
H 8.639 -1.524 4.436
H 7.909 -0.989 2.931
H 9.415 -0.233 3.468
H 10.328 -2.936 1.100
H 8.396 -3.863 0.637
H 7.582 -2.587 1.598
H 8.785 -1.637 -0.878
H 7.473 -2.746 -1.199
H 7.066 -0.178 -0.953
H 7.239 -0.371 0.759
H 5.178 -1.423 0.934
H 5.356 -2.250 -0.612
H 5.120 0.761 -0.624
H 4.451 0.491 -2.875
H 5.684 -0.742 -2.611
H 2.792 -1.260 -3.198
H 3.819 0.223 1.496
H 1.335 -1.793 -0.261
H 2.080 -2.489 2.980
H 2.272 0.957 3.014
H 0.755 0.531 2.652
H 3.717 2.132 0.468
H 2.355 2.694 -0.406
H 3.068 4.403 0.953
H 2.985 3.257 3.647
H 4.264 2.618 2.579
H 4.149 4.353 2.874
H -0.939 1.638 2.066
H -2.182 1.817 0.871
H -0.284 -0.934 2.671
H -1.331 -3.086 3.151
H -4.175 -4.004 3.365
H -2.973 -4.822 2.409
H -4.504 -4.290 1.685
H -4.758 -1.976 0.900
H -3.722 0.219 0.410
C -5.400 -7.029 -1.981
C -5.678 -8.340 -2.355
C -6.718 -9.029 -1.754
C -7.478 -8.414 -0.767
C -7.185 -7.106 -0.376
C -6.150 -6.414 -0.994
C -7.957 -6.441 0.711
O -7.705 -5.302 1.047
C -9.041 -7.215 1.379
C -9.738 -6.635 2.431
C -10.756 -7.336 3.054
C -11.088 -8.616 2.624
C -10.393 -9.201 1.579
C -9.363 -8.507 0.958
C -8.604 -9.165 -0.143
O -8.893 -10.281 -0.519
H -4.592 -6.490 -2.458
H -5.083 -8.823 -3.119
H -6.942 -10.046 -2.045
H -5.935 -5.397 -0.696
H -9.478 -5.638 2.759
H -11.295 -6.884 3.877
H -11.889 -9.159 3.109
H -10.644 -10.197 1.243
C -0.514 11.398 -6.367
C -1.317 12.155 -5.521
C -1.518 11.755 -4.211
C -0.925 10.590 -3.743
C -0.136 9.818 -4.599
C 0.075 10.232 -5.908
C 0.475 8.541 -4.133
O 1.166 7.874 -4.874
C 0.208 8.104 -2.734
C 0.721 6.891 -2.293
C 0.492 6.476 -0.992
C -0.244 7.274 -0.121
C -0.762 8.481 -0.556
C -0.546 8.897 -1.865
C -1.138 10.185 -2.325
O -1.781 10.882 -1.568
H -0.352 11.717 -7.388
H -1.786 13.060 -5.886
H -2.138 12.343 -3.548
H 0.697 9.637 -6.562
H 1.295 6.274 -2.971
H 0.887 5.523 -0.648
H -0.415 6.946 0.896
H -1.338 9.104 0.113
*
```


[2]
Computed, not measured: a cluster of 7 separate species, C51H54BrClN9O18P in total in a non-equilibrium geometry, with the ωB97M-V functional and the def2-TZVPD basis.

Summary:
Strongest force on any atom   4.459 eV Å⁻¹
E_HOMO   -9.49 eV
Kohn-Sham gap   8.50 eV
SMILES string   COCCCCCCC[C@]1(CC(=O)Br)[C@H](P(=N)(O)O)NC(=O)[C@]1(Cl)OC#N.O=[N+]([O-])c1ccccc1.O=[N+]([O-])c1ccccc1.O=[N+]([O-])c1ccccc1.O=[N+]([O-])c1ccccc1.O=[N+]([O-])c1ccccc1.O=[N+]([O-])c1ccccc1

Geometry as ORCA input:
```
! RIJCOSX wB97M-V def2-TZVPD def2/J DEFGRID3
* xyz 0 1
C -0.637 1.742 -4.926
O -1.788 2.533 -5.233
C -1.793 3.760 -4.471
C -3.259 4.278 -4.380
C -3.459 5.464 -3.378
C -2.896 5.210 -1.939
C -3.545 3.979 -1.193
C -2.437 2.951 -0.700
C -1.946 3.235 0.767
C -0.532 2.651 1.145
C -0.641 2.501 2.737
C -0.717 3.865 3.488
O 0.227 4.378 3.951
Br -2.428 4.832 3.776
C 0.789 3.497 0.905
P 0.857 4.810 -0.424
N -0.074 6.038 -0.185
O 0.622 4.049 -1.875
O 2.407 5.409 -0.390
N 1.846 2.502 0.493
C 1.460 1.186 0.920
O 2.109 0.295 1.314
C -0.136 1.210 0.686
Cl -0.685 -0.219 1.654
O -0.215 0.867 -0.737
C -1.002 -0.215 -0.925
N -1.701 -0.994 -1.352
H -0.923 0.729 -4.547
H 0.068 2.222 -4.205
H -0.097 1.574 -5.889
H -1.449 3.509 -3.440
H -1.075 4.490 -4.918
H -3.534 4.662 -5.393
H -3.903 3.412 -4.093
H -2.922 6.357 -3.785
H -4.534 5.765 -3.315
H -3.113 6.113 -1.311
H -1.796 5.063 -1.942
H -4.309 3.442 -1.811
H -4.085 4.323 -0.274
H -2.971 1.961 -0.664
H -1.627 2.824 -1.449
H -2.053 4.323 1.001
H -2.684 2.730 1.442
H 0.221 1.944 3.182
H -1.549 1.925 3.045
H 1.289 3.997 1.764
H -0.600 5.876 0.676
H 0.516 3.085 -1.784
H 3.030 4.777 -0.796
H 2.064 2.471 -0.504
C 3.554 -0.566 3.943
C 3.938 -0.929 5.228
C 4.536 -2.160 5.451
C 4.748 -3.016 4.380
C 4.361 -2.666 3.093
C 3.761 -1.433 2.878
N 5.402 -4.309 4.611
O 5.710 -4.594 5.753
O 5.604 -5.026 3.644
H 3.092 0.400 3.771
H 3.775 -0.253 6.048
H 4.832 -2.435 6.455
H 4.521 -3.334 2.258
H 3.459 -1.149 1.884
C 0.654 -4.753 9.851
C -0.257 -3.715 10.004
C -0.006 -2.479 9.427
C 1.158 -2.296 8.695
C 2.078 -3.324 8.542
C 1.822 -4.557 9.124
N 1.414 -0.999 8.061
O 0.597 -0.114 8.229
O 2.432 -0.883 7.395
H 0.452 -5.719 10.298
H -1.166 -3.872 10.573
H -0.722 -1.676 9.552
H 2.988 -3.182 7.974
H 2.531 -5.367 9.009
C -2.723 -4.352 4.627
C -2.369 -3.781 5.843
C -3.068 -4.112 6.994
C -4.116 -5.017 6.916
C -4.483 -5.586 5.706
C -3.781 -5.250 4.557
N -4.841 -5.386 8.138
O -4.503 -4.852 9.181
O -5.733 -6.207 8.041
H -2.172 -4.096 3.729
H -1.544 -3.081 5.894
H -2.784 -3.662 7.936
H -5.303 -6.289 5.644
H -4.056 -5.690 3.607
C 3.573 0.658 -10.452
C 3.925 1.267 -9.253
C 3.251 0.941 -8.085
C 2.230 0.002 -8.130
C 1.866 -0.605 -9.323
C 2.543 -0.273 -10.487
N 1.531 -0.363 -6.893
O 1.862 0.204 -5.865
O 0.663 -1.212 -6.962
H 4.105 0.910 -11.362
H 4.727 1.993 -9.229
H 3.531 1.419 -7.156
H 1.067 -1.334 -9.359
H 2.269 -0.743 -11.424
C -8.181 5.420 -8.975
C -7.039 4.770 -8.526
C -6.222 5.375 -7.582
C -6.562 6.629 -7.094
C -7.696 7.289 -7.541
C -8.508 6.679 -8.487
N -5.713 7.261 -6.077
O -4.714 6.660 -5.721
O -6.057 8.346 -5.645
H -8.821 4.943 -9.708
H -6.787 3.790 -8.909
H -5.333 4.862 -7.237
H -7.960 8.269 -7.164
H -9.398 7.184 -8.842
C 5.883 -7.583 2.127
C 6.096 -6.758 1.031
C 6.691 -7.264 -0.115
C 7.064 -8.600 -0.153
C 6.863 -9.432 0.939
C 6.269 -8.917 2.083
N 7.671 -9.146 -1.373
O 7.851 -8.384 -2.306
O 7.957 -10.330 -1.383
H 5.414 -7.187 3.017
H 5.795 -5.718 1.070
H 6.853 -6.614 -0.965
H 7.158 -10.472 0.912
H 6.105 -9.557 2.941
*
```


[3]
Computed, not measured: a structure of composition C51H54BrN4O6PRbS2Sb2 in a non-equilibrium geometry, with the ωB97M-V functional and the def2-TZVPD basis.

Summary:
Strongest force on any atom   16.207 eV Å⁻¹
E_HOMO (spin up / spin down)   0.61 / -1.63 eV
Kohn-Sham gap (spin up / spin down)   2.57 / 4.81 eV

Geometry as ORCA input:
```
! RIJCOSX wB97M-V def2-TZVPD def2/J DEFGRID3
* xyz -2 2
Rb 14.658 12.633 14.954
C 9.163 12.109 13.437
Sb 11.001 11.894 14.560
C 11.134 14.211 14.982
C 10.046 11.469 16.450
C 9.469 10.180 16.715
C 8.151 9.997 16.332
C 7.568 8.760 16.366
C 8.352 7.665 16.825
C 9.592 7.887 17.266
C 10.215 9.167 17.222
C 11.569 9.281 17.695
Sb 13.353 9.317 16.282
C 14.591 8.285 17.592
C 12.833 7.616 15.282
H 8.974 11.044 12.832
H 9.458 12.716 12.893
H 8.156 12.491 13.936
H 12.030 14.404 14.384
H 10.621 13.699 16.614
H 10.215 14.569 14.808
H 9.209 12.310 16.497
H 11.349 11.888 17.569
H 7.614 10.838 15.830
H 6.556 8.590 15.843
H 8.024 6.703 16.762
H 10.097 7.005 17.543
H 11.780 8.603 18.615
H 11.803 10.614 18.056
H 14.102 7.593 18.595
H 14.486 9.313 18.759
H 15.688 8.517 17.653
H 12.447 6.878 15.918
H 13.863 6.923 15.267
H 12.187 7.601 14.210
O 16.142 16.893 13.348
C 16.390 17.721 14.399
C 17.109 18.860 14.146
C 17.185 19.888 15.112
C 16.691 19.630 16.386
C 16.076 18.495 16.678
C 15.895 17.464 15.694
C 15.185 16.166 16.057
O 15.060 15.275 15.138
N 14.792 16.068 17.292
N 14.396 14.844 17.644
C 13.298 14.627 18.243
S 12.845 12.989 18.613
C 11.453 13.380 19.646
C 10.770 14.574 18.951
S 11.987 15.830 18.547
H 16.048 15.953 13.721
H 17.436 18.922 13.034
H 17.859 20.885 14.714
H 16.619 20.562 17.230
H 15.715 18.292 17.771
H 11.893 14.004 20.748
H 10.730 12.270 19.268
H 10.102 14.951 19.412
H 10.280 14.047 17.886
O 15.784 9.419 14.565
C 15.592 9.432 13.333
O 14.544 9.322 12.735
C 16.796 9.317 12.445
C 17.801 8.350 12.445
C 18.987 8.424 11.819
C 19.245 9.564 10.962
C 18.460 10.620 11.139
C 17.144 10.598 11.758
P 15.976 12.090 11.670
C 17.393 13.279 11.095
C 18.314 13.472 12.211
C 19.402 14.600 12.018
C 19.383 15.175 10.856
C 18.463 14.833 9.780
C 17.438 14.008 10.090
C 15.193 11.992 9.988
C 14.443 12.888 9.446
C 13.588 12.666 8.378
C 13.319 11.198 8.020
C 14.065 10.266 8.682
C 15.004 10.469 9.497
H 17.284 7.407 12.819
H 19.707 7.636 11.886
H 20.186 10.027 10.641
H 18.693 11.758 10.702
H 18.221 13.220 13.233
H 20.102 14.400 12.977
H 20.447 15.791 10.592
H 18.470 15.491 8.726
H 17.181 13.679 9.050
H 14.231 14.093 9.571
H 12.963 13.663 8.053
H 12.658 11.179 7.044
H 14.092 9.341 8.032
H 15.623 9.635 9.982
O 11.556 9.696 11.943
H 12.030 10.114 11.181
H 12.435 9.416 12.191
Br 11.780 16.787 8.453
C 11.886 15.419 9.974
C 11.025 14.399 9.672
C 11.236 13.234 10.618
N 12.090 13.448 11.614
C 12.799 14.656 11.857
C 12.768 15.581 10.937
H 10.234 14.465 8.626
H 10.673 12.389 10.639
H 13.618 14.508 12.632
H 13.772 16.188 11.094
O 15.327 11.664 17.401
N 16.579 11.874 17.877
C 16.836 13.043 18.540
C 17.971 13.319 19.107
C 19.068 12.296 18.908
C 18.742 11.097 18.188
C 17.599 10.918 17.639
H 16.099 13.659 18.596
H 18.023 14.238 19.492
H 20.138 12.376 19.326
H 19.352 10.274 18.338
H 16.893 10.139 16.849
*
```


[4]
Computed, not measured: a structure of composition C51H55Br2CsN8OS in a non-equilibrium geometry, with the ωB97M-V functional and the def2-TZVPD basis.

Summary:
Strongest force on any atom   1.985 eV Å⁻¹
E_HOMO   -1.49 eV
Kohn-Sham gap   5.18 eV

Geometry as ORCA input:
```
! RIJCOSX wB97M-V def2-TZVPD def2/J DEFGRID3
* xyz -2 1
Cs -0.833 0.249 -0.740
C 4.930 -4.002 -0.870
C 3.512 -4.585 -0.855
C 2.511 -3.664 -0.227
C 2.013 -3.693 1.044
C 2.314 -4.678 2.132
C 3.385 -4.182 3.111
C 1.167 -2.509 1.176
N 1.135 -1.823 0.014
C 1.950 -2.465 -0.852
C 2.229 -2.029 -2.168
C 1.987 -0.758 -2.702
C 2.267 -0.349 -4.087
C 2.790 -1.239 -5.172
C 4.316 -1.385 -5.129
C 1.971 0.972 -4.154
C 1.513 1.359 -2.806
C 1.176 2.672 -2.425
C 0.759 3.131 -1.167
N 0.501 2.337 -0.111
C 0.102 3.123 0.909
C -0.268 2.653 2.174
C -0.261 1.320 2.636
N 0.058 0.243 1.892
C 0.100 -0.823 2.726
C 0.575 -2.093 2.386
C -0.274 -0.413 4.087
C -0.492 0.925 4.033
C -0.868 1.852 5.151
C -2.349 2.251 5.137
C -0.318 -1.303 5.292
C 1.062 -1.513 5.930
C 0.123 4.536 0.491
C 0.530 4.540 -0.804
C 0.780 5.717 -1.695
C 2.272 6.051 -1.833
C -0.188 5.709 1.368
C 1.005 6.138 2.232
N 1.526 0.292 -1.986
C 2.010 1.864 -5.356
C 0.620 2.063 -5.975
H 5.645 -4.688 -1.335
H 4.948 -3.058 -1.419
H 5.264 -3.794 0.150
H 3.211 -4.812 -1.884
H 3.522 -5.539 -0.320
H 1.395 -4.902 2.684
H 2.644 -5.622 1.690
H 3.093 -3.222 3.543
H 3.549 -4.894 3.926
H 4.335 -4.029 2.591
H 2.751 -2.733 -2.814
H 2.325 -2.224 -5.090
H 2.490 -0.847 -6.147
H 4.637 -1.789 -4.165
H 4.679 -2.051 -5.918
H 4.797 -0.411 -5.251
H 1.280 3.427 -3.201
H -0.542 3.413 2.899
H 0.595 -2.822 3.193
H -0.626 1.389 6.113
H -0.257 2.757 5.088
H -2.985 1.382 5.321
H -2.570 2.999 5.904
H -2.630 2.661 4.163
H -0.995 -0.873 6.036
H -0.743 -2.274 5.018
H 1.453 -0.565 6.310
H 1.021 -2.227 6.759
H 1.772 -1.886 5.189
H 0.365 5.520 -2.688
H 0.250 6.590 -1.306
H 2.821 5.197 -2.236
H 2.434 6.909 -2.494
H 2.702 6.285 -0.856
H -0.514 6.552 0.754
H -1.029 5.461 2.020
H 1.833 6.473 1.602
H 0.740 6.954 2.913
H 1.366 5.296 2.827
H 2.426 2.838 -5.080
H 2.686 1.443 -6.105
H -0.064 2.508 -5.250
H 0.660 2.710 -6.857
H 0.196 1.100 -6.270
C -3.588 -0.832 2.992
C -4.413 0.041 2.085
C -5.571 0.672 2.593
C -6.304 1.491 1.791
C -5.896 1.733 0.459
C -6.554 2.612 -0.434
Br -8.157 3.519 0.091
C -6.047 2.848 -1.685
C -4.884 2.213 -2.109
Br -4.212 2.610 -3.842
C -4.167 1.262 -1.332
O -3.148 0.654 -1.718
C -4.727 1.059 0.022
N -4.032 0.212 0.839
H -4.165 -1.688 3.356
H -3.251 -0.263 3.860
H -2.697 -1.190 2.484
H -5.860 0.504 3.624
H -7.192 1.981 2.167
H -6.551 3.535 -2.351
N -2.551 -2.755 0.510
C -2.006 -3.657 1.000
H -3.009 -1.927 0.147
S -0.921 -3.599 -5.230
C -0.985 -4.496 -3.827
N -0.476 -3.970 -2.654
C -0.386 -4.625 -1.492
C -0.863 -5.897 -1.412
C -1.427 -6.402 -2.589
N -1.496 -5.770 -3.736
H -0.103 -3.028 -2.683
H 0.062 -4.086 -0.666
H -0.834 -6.449 -0.485
H -1.856 -7.403 -2.585
*
```


Question: Among the records above, which one has the lowest strongest force on any atom?
Answer: C51H55Br2CsN8OS